The following is a DFT calculation (the ωB97M-V functional and the def2-TZVPD basis) of a single C3H5NO2 molecule.

Output
ΔE to the lowest compared entry with this formula, charge and spin in kJ/mol: 102.73
Energy in hartree: -322.5352
SMILES: [H]/N=C/OC(C)=O
Largest force on an atom in Eh/bohr: 0.014
Multiplicity: 1

The geometry in XYZ format:
```
11
C3H5NO2 the ωB97M-V functional and the def2-TZVPD basis
C -1.428 0.281 -0.415
C -0.466 -0.852 -0.201
O -0.315 -1.813 -0.883
O 0.215 -0.762 1.073
C 1.308 -0.010 0.859
N 1.487 0.425 -0.314
H -2.428 -0.097 -0.175
H -1.196 1.131 0.227
H -1.419 0.595 -1.462
H 1.918 0.137 1.755
H 2.324 0.966 -0.463
```

Results of the Löwdin charge analysis, in e, for atoms 1 through 2: 0.00, -0.50

The following is a DFT calculation (the ωB97M-V functional and the def2-TZVPD basis) of 3 unconnected molecules or ions with the total composition C3H5NO2 at a distorted geometry.

Output
ΔE to the lowest compared entry with this formula, charge and spin in kJ/mol: 288.02
Energy in hartree: -322.4646
SMILES: C#N.C=O.C=O
Largest force on an atom in Eh/bohr: 0.022
Multiplicity: 1

The geometry in XYZ format:
```
11
C3H5NO2 the ωB97M-V functional and the def2-TZVPD basis
N 2.611 0.957 0.086
C 2.080 0.240 -0.646
O -0.414 -1.242 -1.272
C -0.801 -1.583 -0.176
C -0.751 1.400 0.643
O -1.314 0.552 1.294
H -0.171 2.210 1.115
H 1.512 -0.422 -1.283
H -0.120 -1.656 0.692
H -1.854 -1.850 0.011
H -0.779 1.394 -0.464
```

Results of the Löwdin charge analysis, in e, for atoms 1 through 2: 0.06, -0.09

The following is a DFT calculation (the ωB97M-V functional and the def2-TZVPD basis) of a single C3H5NO2 molecule at a distorted geometry.

Output
ΔE to the lowest compared entry with this formula, charge and spin in kJ/mol: 342.58
Energy in hartree: -322.4439
SMILES: C=CN(O)C=O
Largest force on an atom in Eh/bohr: 0.072
Multiplicity: 1

The geometry in XYZ format:
```
11
C3H5NO2 the ωB97M-V functional and the def2-TZVPD basis
C 0.028 -0.987 -0.373
C -1.112 -0.947 -1.118
C -0.114 1.305 0.598
H 2.039 0.669 1.432
H 0.693 -1.906 -0.193
H -1.825 0.046 -1.218
H -1.413 -1.959 -1.469
H -1.192 1.420 0.283
N 0.559 0.161 0.264
O 1.864 -0.025 0.674
O 0.474 2.223 1.120
```

Results of the Löwdin charge analysis, in e, for atoms 1 through 2: -0.15, -0.01

The following is a DFT calculation (the ωB97M-V functional and the def2-TZVPD basis) of a single C3H5NO2 molecule at a distorted geometry.

Output
ΔE to the lowest compared entry with this formula, charge and spin in kJ/mol: 176.22
Energy in hartree: -322.5072
SMILES: O=C=NCCO
Largest force on an atom in Eh/bohr: 0.035
Multiplicity: 1

The geometry in XYZ format:
```
11
C3H5NO2 the ωB97M-V functional and the def2-TZVPD basis
O 0.137 -0.954 2.494
C 0.193 -0.103 1.701
N 0.303 0.907 0.996
C 0.630 0.665 -0.421
C -0.308 -0.482 -0.927
O -1.286 -0.650 0.077
H -1.275 0.263 0.479
H 0.483 1.591 -0.983
H 1.688 0.398 -0.470
H 0.249 -1.416 -1.087
H -0.813 -0.219 -1.860
```

Results of the Löwdin charge analysis, in e, for atoms 1 through 2: 0.21, -0.34

| no. | HOMO energy (eV) |
| --- | --- |
| 1 | -10.5 |
| 2 | -10.6 |
| 3 | -8.8 |
| 4 | -10.5 |